1.
Below is CHF3NO4S2 as an isolated structure in a non-equilibrium geometry, with properties calculated with ωB97M-V/def2-TZVPD.

Properties
- frontier orbital gap (spin up / spin down) (eV) = 7.398 / 10.232
- multiplicity = 2
- expectation value of S² = 0.75
- E_HOMO (spin up / spin down) (eV) = -8.94 / -11.95
- LUMO (spin up / spin down) (eV) = -1.55 / -1.72

Atoms and positions in Å:
H 1.4833 -0.2231 1.3964
N 0.7241 -0.3515 0.3708
S 2.3289 -0.2482 -0.1893
O 2.7430 -1.5403 -0.7062
O 2.9096 1.0755 -0.0590
S -0.4329 0.6527 -0.2973
O -0.3025 0.6368 -1.7405
O -0.4708 1.8764 0.4768
C -1.9801 -0.3147 0.1228
F -1.8488 -1.5560 -0.2880
F -2.1772 -0.2782 1.4225
F -2.9766 0.2706 -0.5089



2.
Below is C23H35ClCrN2O3 as an isolated structure in a non-equilibrium geometry, with properties calculated with ωB97M-V/def2-TZVPD.

Properties
- frontier orbital gap (spin up / spin down) (eV) = 4.978 / 4.939
- net charge = -1
- multiplicity = 4
- expectation value of S² = 3.83
- E_HOMO (spin up / spin down) (eV) = -2.13 / -2.08
- LUMO (spin up / spin down) (eV) = 2.85 / 2.86

Atoms and positions in Å:
Cr 0.0317 0.0530 0.3116
Cl 0.8879 0.1989 -1.8201
N 0.9621 -1.7507 0.5052
N -1.1692 1.7800 -0.2354
C 1.9030 -1.9949 1.4016
C -0.7339 3.0015 -0.0329
C 0.7447 -3.0419 -0.2107
C 1.3500 -4.0652 0.7181
C 1.5062 -3.0779 -1.5229
C -0.7186 -3.1728 -0.4593
H 2.5932 -3.0752 -1.3858
H 1.2168 -2.2199 -2.1302
H 1.2381 -4.0031 -2.0406
H -1.2705 -2.9569 0.4557
H -0.9086 -4.1765 -0.8097
H -0.9926 -2.4560 -1.2433
C -2.3329 1.9014 -1.1877
C -2.4100 3.3851 -1.4868
C -3.5728 1.3738 -0.5180
C -2.0660 1.0995 -2.4251
H -1.0893 1.3277 -2.8465
H -2.8448 1.3147 -3.1464
H -2.0907 0.0331 -2.1874
H -3.7888 1.8959 0.4215
H -3.4458 0.2996 -0.3216
H -4.4280 1.4987 -1.1889
O -1.3581 4.0001 -0.6693
H -3.3761 3.8405 -1.2682
H -2.2244 3.6396 -2.5322
O 2.2724 -3.2747 1.5648
H 1.9089 -4.8697 0.2512
H 0.6085 -4.5657 1.3351
C 2.5594 -0.9139 2.1844
C 0.3930 3.3337 0.8988
C 1.5303 2.3680 0.6833
H 0.0015 3.1592 1.9126
H 0.6646 4.4232 0.8285
C 1.4212 1.0391 1.0923
C 2.5855 0.3138 1.3232
H -0.6252 0.2555 1.6921
C 3.7252 0.6749 0.6136
C 3.7711 1.8756 -0.0955
C 4.8869 -0.2832 0.5219
C 2.6704 2.7313 -0.0280
H 4.5764 2.0639 -0.8228
C 2.6782 4.0143 -0.8062
H 3.5890 4.1671 -1.3986
H 2.5584 4.9299 -0.2254
H 1.8681 4.0348 -1.5352
H 5.2966 -0.6384 1.4684
H 5.7482 0.1080 -0.0398
H 4.6048 -1.1894 -0.0183
H 3.5485 -1.2613 2.5989
H 1.8917 -0.7283 3.0371
C -3.5376 -1.6664 2.2210
C -2.4895 -0.5740 2.3506
C -2.2025 -0.1899 3.8023
O -1.4052 -1.1400 1.5771
H -3.0731 -2.5866 2.6007
H -3.6954 -1.8437 1.1524
H -4.5078 -1.5147 2.7113
H -2.8670 0.3530 1.8754
H -1.6618 -1.0025 4.2890
H -1.5879 0.7122 3.8708
H -3.1161 0.0053 4.3957



3.
Below is a 2-piece molecular cluster, C5H14 overall, with properties calculated with ωB97M-V/def2-TZVPD.

Properties
- frontier orbital gap (eV) = 12.630
- SMILES = CCC.CC
- E_HOMO (eV) = -11.49
- LUMO (eV) = 1.14

Atoms and positions in Å:
C -0.3939 -1.8998 -0.7559
C -0.8363 -1.0180 0.4310
C -2.1548 -1.5103 1.0661
H -0.9385 -1.6411 -1.6657
H 0.6705 -1.7963 -0.9577
H -0.6316 -2.9401 -0.5282
H -0.9630 0.0023 0.0711
H -0.0455 -1.0256 1.1803
H -2.1496 -1.3462 2.1437
H -2.2454 -2.5871 0.9183
H -3.0164 -0.9886 0.6542
C 1.8822 1.3876 -0.3130
C 1.3002 2.8084 -0.3444
H 2.9573 1.4162 -0.4883
H 1.7297 0.9481 0.6730
H 1.3846 0.7398 -1.0317
H 0.2329 2.7701 -0.1216
H 1.4196 3.2539 -1.3313
H 1.7979 3.4268 0.4001



Relative energy (zero: lowest compared OMol25 entry of this formula, charge and spin) (eV)
1.401; 0.000; 0.135